1.
77
Properties=species:S:1:pos:R:3:forces:R:3 method="wB97M-V/def2-TZVPD" lumo_energy_ev="-2.32 / -2.32" s2=3.758 charge=+1 multiplicity=4 de_lowest_kj_mol=12.31 e_homo_ev="-10.344 / -11.199" energy_ha=-3160.56911
V -0.198097 -1.142899 0.317996 0.082 0.282 -0.474
S 2.292173 -1.470382 0.705755 0.114 -0.218 0.355
O -0.291647 0.935343 0.363464 0.155 -0.027 0.163
O 1.418768 1.760320 -0.821802 0.013 -0.004 0.066
O -3.155094 3.867444 2.815551 0.041 0.100 -0.019
O -3.196593 5.986678 2.425450 0.066 -0.096 0.039
N -0.758257 -3.269181 0.499366 -0.107 -0.168 -0.062
N -2.745397 4.874374 2.263565 -0.077 -0.020 -0.103
N 0.058842 -1.365400 -2.028845 0.021 0.217 0.115
N -0.601041 -0.226737 -4.099781 0.001 0.013 0.046
N -0.602459 -1.309786 2.470479 -0.016 -0.040 0.146
N 4.609577 -0.219531 1.244975 -0.014 0.025 -0.024
N 1.655067 -1.076672 -3.870138 -0.051 0.029 0.030
N 5.187419 0.853735 1.851875 -0.018 0.002 0.020
N -0.195857 -2.617253 -4.121554 -0.014 0.035 0.019
N -2.400524 -1.013309 0.391823 -0.094 0.020 0.016
N 1.776205 1.299082 2.547799 0.030 0.008 0.101
N 3.013845 0.827614 2.132709 -0.111 -0.042 -0.072
C -1.179957 3.444693 1.034585 0.005 -0.004 -0.038
C -0.749687 -0.273843 -2.659432 -0.015 -0.110 0.011
C -1.624129 4.719601 1.311038 -0.082 0.065 0.114
C 1.490932 -1.125107 -2.429382 -0.054 -0.011 -0.076
C -0.793296 -2.718295 2.893729 -0.034 0.054 0.022
C -2.221342 -3.473379 0.300678 0.042 -0.018 0.017
C -1.003663 -1.515753 -4.657655 -0.021 -0.025 -0.011
C 0.817275 -0.001222 -4.405368 0.020 -0.022 -0.036
C 0.463180 4.397980 -0.432309 0.028 0.036 0.010
C -0.295472 -3.696764 1.838461 0.034 0.061 -0.042
C 3.284369 -0.271205 1.384481 0.003 0.016 -0.193
C -0.121942 3.281517 0.154710 0.064 -0.014 0.034
C -0.345515 -2.639684 -2.680152 0.068 -0.087 0.062
C 4.269949 2.760343 3.143006 0.015 0.012 0.007
C -0.008694 5.671894 -0.146626 -0.010 -0.002 0.002
C 1.210905 -2.344198 -4.441044 0.023 -0.014 -0.036
C -1.767070 -0.445294 2.740046 0.030 0.028 -0.056
C 0.408943 1.904255 -0.143574 -0.191 -0.108 -0.182
C 4.194509 1.495815 2.379376 0.062 0.037 -0.053
C -2.937897 -2.231592 -0.234050 0.010 0.041 0.034
C -1.064396 5.846527 0.737194 0.020 -0.035 -0.033
C -2.894792 -0.798398 1.777234 -0.016 -0.011 -0.050
H 1.054003 0.985842 1.900981 -0.013 0.042 -0.043
H 3.571305 3.488545 2.732278 -0.003 -0.008 -0.001
H -1.656989 2.595891 1.494869 0.005 -0.013 0.014
H -0.643260 -4.705216 2.082442 0.020 -0.013 0.014
H -0.257428 -3.808596 -0.196884 -0.006 -0.063 0.044
H 0.943403 0.046454 -5.487603 -0.003 0.005 0.008
H -3.651683 -0.013603 1.796113 0.001 0.008 0.034
H 1.599790 0.990544 3.497830 -0.071 -0.076 -0.040
H 5.164509 -0.864719 0.708490 0.020 -0.003 -0.004
H 1.293196 4.250209 -1.110631 -0.010 -0.003 0.001
H -1.450724 0.584511 2.578162 -0.005 -0.012 -0.011
H 0.446215 6.535829 -0.611384 0.004 -0.004 0.002
H -4.013342 -2.342166 -0.060350 -0.004 -0.003 -0.020
H 4.016592 2.601702 4.191705 -0.008 0.003 -0.004
H -0.291645 -2.910048 3.843132 0.010 -0.040 -0.007
H 1.804006 -0.188366 -1.976804 0.038 0.072 0.017
H 0.794209 -3.704521 1.816070 -0.004 0.005 0.017
H -1.856606 -2.875046 3.074767 0.002 -0.013 0.021
H -2.656400 -3.761121 1.258301 -0.004 0.001 -0.003
H -2.124850 -0.537047 3.770103 -0.001 0.000 0.008
H -2.639816 -0.203108 -0.169105 -0.009 0.003 -0.006
H 2.092118 -1.940410 -2.027591 -0.001 0.003 0.003
H 1.323908 -2.312181 -5.525186 0.000 -0.005 0.005
H 0.218096 -0.938964 2.932837 0.003 0.013 0.057
H -0.890598 -1.491149 -5.741616 0.004 0.004 0.004
H -3.393111 -1.713217 2.100924 -0.006 0.001 0.014
H -2.798208 -2.132036 -1.309011 0.006 -0.024 0.024
H -1.388707 -2.852730 -2.439535 0.028 -0.005 -0.033
H -2.397753 -4.312341 -0.374256 -0.026 0.006 -0.002
H 5.284357 3.144128 3.080527 -0.001 -0.001 0.001
H -2.055818 -1.695726 -4.423474 0.002 -0.001 0.002
H 0.283447 -3.441448 -2.279247 -0.006 0.009 -0.004
H -1.451602 6.824688 0.980456 -0.002 0.002 0.005
H -1.802808 -0.448187 -2.415116 0.009 0.036 -0.024
H 1.830175 -3.154087 -4.050268 -0.002 0.004 0.009
H -0.426985 0.669198 -2.228480 0.013 0.065 0.023
H 1.129837 0.947193 -3.967102 0.001 0.002 0.003

---

2.
73
Properties=species:S:1:pos:R:3:forces:R:3 method="wB97M-V/def2-TZVPD" lumo_energy_ev="3.86 / 3.86" s2=0.759 charge=-2 multiplicity=2 de_lowest_kj_mol=332.11 e_homo_ev="-0.584 / -0.585" energy_ha=-8231.11428
As 2.237200 -2.930900 -2.625700 0.768 -0.365 -0.310
Ge -2.958300 -2.109500 -0.140200 -0.689 -0.489 -0.268
Ti -0.430800 -0.212200 0.092200 1.806 -0.673 0.222
S 0.075000 -1.877100 -1.548400 -0.562 -0.150 -0.336
S 3.440100 -1.227500 -2.991600 0.256 0.413 -0.103
S 0.750300 -2.331800 0.316700 0.045 -0.371 0.532
S 1.747100 -3.813800 -4.490300 -0.253 -0.098 -0.209
P 1.741100 0.475200 1.270600 1.318 -0.501 0.730
N 3.853800 1.560400 2.829400 0.201 0.030 0.078
N 4.404700 -0.341400 1.424100 0.427 0.053 0.009
N 3.092200 -0.670400 3.448500 0.123 -0.113 0.282
N -1.098400 1.943200 -3.568500 0.055 0.217 -0.382
N -0.115800 1.080100 -1.464800 -0.872 1.433 -2.815
C -1.261500 2.261600 0.911500 0.234 0.774 0.619
C -0.530500 1.510100 -2.474100 0.844 -0.607 1.818
C -4.945300 -2.357600 0.294500 0.687 0.236 0.041
C 2.647100 1.922800 2.103200 -0.694 0.326 -0.326
C -3.147300 -1.124400 -1.877200 0.100 -0.028 0.364
C -2.275700 1.283800 -4.123200 -0.486 -0.569 -0.067
C -1.927500 -1.105300 1.195500 -1.223 -0.719 0.502
C 3.551200 0.624500 3.901500 0.136 0.040 0.273
C -1.077100 1.527500 3.197800 -0.435 -0.388 0.627
C -2.393300 -3.992400 -0.492500 -0.003 0.596 0.205
C -2.982400 3.612800 -4.710800 -0.060 -0.093 -0.129
C 1.787600 -0.575800 2.821400 -0.562 -0.043 -0.114
C -1.993800 0.561100 3.012100 -0.085 0.150 0.304
C 4.074200 -1.223200 2.524200 0.188 -0.158 0.114
C -0.541900 3.022800 -4.348900 0.201 0.691 -0.185
C -0.657900 2.395400 2.148100 -0.006 0.659 -0.836
C -2.925900 2.163100 -5.188900 0.025 0.127 0.152
C 3.305100 -0.204900 0.487600 -0.325 -0.019 -0.473
C -1.568400 4.162500 -4.441900 0.080 -0.073 0.030
C 4.830300 0.935400 1.943200 0.261 0.059 0.106
C -2.559100 0.204800 1.663800 -0.410 -0.353 0.081
C -2.114900 1.203300 0.593700 -1.184 0.327 -0.304
H -1.048400 3.014600 0.147900 -0.008 -0.207 0.119
H 5.029200 1.616400 1.110800 0.031 -0.060 0.011
H -3.530400 -1.772200 -2.662300 -0.020 -0.206 -0.088
H 3.608300 0.460900 -0.333100 -0.104 -0.256 0.101
H 3.686100 -2.158900 2.121700 0.028 -0.045 -0.021
H 5.758500 0.792200 2.516200 -0.107 0.028 -0.069
H 3.078800 -1.185500 0.054400 0.025 0.374 -0.043
H -5.500800 -1.435500 0.150100 -0.071 0.238 0.041
H -3.178800 -4.515900 -1.028800 -0.235 -0.034 -0.118
H -1.571900 4.718100 -3.502800 0.081 0.039 -0.017
H -0.290300 2.663000 -5.355500 0.080 -0.009 0.193
H -2.813400 1.342700 -0.240100 0.320 -0.016 0.078
H -0.686900 1.709900 4.199000 -0.021 -0.092 -0.024
H -2.169500 -0.752100 -2.179000 -0.169 -0.045 -0.071
H 1.960400 2.389300 2.815900 -0.005 0.038 -0.166
H 0.380000 3.372600 -3.876400 -0.120 -0.147 -0.100
H -5.109200 -2.704100 1.309000 -0.004 -0.055 0.281
H 4.990500 -1.420900 3.095400 -0.033 -0.026 -0.060
H -1.265000 4.851800 -5.232400 0.049 0.018 -0.011
H -3.834400 -0.284600 -1.770700 -0.124 0.086 0.129
H -2.378800 2.095500 -6.130600 -0.003 -0.005 -0.054
H 2.788700 1.065200 4.552700 0.042 -0.018 -0.023
H 2.914300 2.668100 1.342600 -0.136 -0.044 0.070
H -3.501300 4.225400 -5.453500 0.011 0.017 0.104
H -2.012600 0.300300 -4.539000 -0.034 0.165 0.155
H -0.020000 3.243800 2.369900 0.040 -0.098 -0.129
H -1.483600 -4.016100 -1.080900 0.103 0.032 -0.050
H -1.633000 -1.769800 2.023200 -0.022 0.032 -0.303
H -2.989900 1.128100 -3.309000 0.124 -0.078 -0.120
H -2.207500 -4.510800 0.443000 0.000 -0.058 0.201
H -3.575900 3.645300 -3.793100 0.013 0.022 -0.023
H -5.363200 -3.098100 -0.379400 -0.002 -0.205 -0.236
H 4.469000 0.472500 4.484000 -0.042 0.053 -0.023
H -2.350400 -0.028600 3.852800 0.051 0.030 0.022
H -3.670300 0.140200 1.743800 0.251 0.139 0.017
H -3.936000 1.790700 -5.373000 0.084 -0.069 -0.022
H 1.073100 -0.152300 3.538500 0.034 -0.096 -0.116
H 1.446500 -1.581300 2.550000 -0.009 0.241 0.133

---

3.
84
Properties=species:S:1:pos:R:3:forces:R:3 method="wB97M-V/def2-TZVPD" lumo_energy_ev=0.95 charge=-1 de_lowest_kj_mol=0.00 e_homo_ev=-1.850 energy_ha=-55145.06608
Br 4.123226 2.729610 6.425379 0.086 0.215 0.060
Br 5.183131 2.998149 -5.012432 -0.040 0.007 -0.026
Br 4.346541 7.574043 -7.117662 0.045 -0.021 0.007
Br -5.149440 0.367869 7.705149 0.057 -0.001 -0.018
Br 4.510673 1.742418 9.425858 0.022 0.006 -0.038
Br 7.457140 1.323074 -10.871760 -0.022 0.022 0.039
Br 6.143813 0.005823 -5.533052 -0.005 0.012 0.007
Br 2.724501 2.110646 -0.156060 -0.017 0.086 0.113
Br 7.266232 7.728427 -5.852003 -0.031 -0.020 -0.024
Br 3.835595 -0.601628 4.983579 -0.079 -0.076 -0.070
Br 5.170057 3.988463 -0.969077 -0.022 0.007 0.027
Br 0.677795 -0.888015 4.698866 0.027 0.086 -0.092
Br 4.134834 0.649224 -3.141243 0.070 -0.033 -0.139
Br 7.007444 1.866478 7.450022 -0.044 0.002 0.011
Br -5.496936 1.345434 4.699220 -0.079 0.062 0.305
Br 5.004781 2.613867 -9.295943 0.044 -0.016 -0.001
Br -2.596392 0.613281 5.801131 0.073 0.058 0.283
Br 3.386082 4.710554 1.570502 0.013 -0.037 -0.046
Br 2.148117 1.731991 3.616384 -0.003 -0.106 0.094
Br 7.926711 2.728381 -8.053965 0.052 -0.032 -0.016
Br 6.839794 6.404692 -8.716129 -0.028 0.082 0.016
F -6.451284 -0.786891 -3.519752 -0.124 0.052 -0.009
O 1.641795 -1.172384 -0.531967 0.272 0.191 0.257
N -5.231233 -2.811108 -0.800271 -0.052 -0.074 0.117
C -2.393541 -2.029376 2.398837 -0.463 -0.682 -0.415
C -3.498205 -1.037142 2.757658 0.794 -0.076 0.757
C -2.838396 -3.380948 -1.186687 -0.071 -0.683 -0.215
C 6.703781 1.723949 -9.145057 -0.045 0.045 0.036
C -2.590206 -4.580707 -0.265671 0.711 0.241 0.130
C -2.960365 -3.392345 1.960606 0.613 0.220 -0.130
C -4.277491 -3.362913 -1.723088 -0.341 0.323 0.527
C -1.997071 -4.227167 1.096951 -0.553 -0.049 0.031
C -4.336431 1.312208 6.232332 -0.026 -0.018 -0.068
C -2.760348 0.567193 0.886192 0.982 0.358 0.311
C -1.234477 0.832876 0.859388 -0.336 -0.647 -0.352
C 5.316574 2.651421 7.931422 -0.046 -0.058 -0.017
C 6.070930 6.730288 -6.984220 0.004 -0.020 -0.033
C -3.278878 0.396620 2.306676 -0.833 0.039 -0.697
C 5.591193 1.295948 -4.207351 -0.084 -0.040 0.051
C 2.149395 0.330619 4.943762 -0.072 -0.107 -0.057
C -0.451520 0.002479 -0.169936 -0.230 0.230 -0.072
C -5.788781 -1.594006 -1.297329 0.082 -0.477 0.349
C 3.410676 3.904021 -0.182495 -0.056 -0.132 -0.006
C 0.695654 -0.753715 0.446032 0.077 -0.029 -0.155
C -6.699700 -1.776381 -2.517229 0.285 0.662 -0.154
C 1.566387 -2.548035 -0.828263 -0.080 0.150 -0.161
H -2.601743 -2.475768 -0.651212 -0.152 0.634 0.153
H 6.528736 0.783452 -8.644108 -0.014 -0.022 0.023
H -4.452883 -1.415672 2.431490 -0.331 -0.049 -0.535
H -1.065053 1.882528 0.653169 0.161 0.319 0.181
H -2.977059 -0.295973 0.284241 -0.343 -0.472 -0.280
H -1.759485 -5.162075 1.595619 0.275 -0.164 0.229
H -6.393642 -1.162746 -0.497506 -0.065 0.263 0.137
H -0.049103 0.661711 -0.928174 0.225 0.132 -0.308
H -1.069063 -3.688076 0.929038 0.368 0.127 0.075
H -0.832280 0.611297 1.843124 0.135 0.087 0.324
H -5.056593 -0.815910 -1.588451 0.224 0.251 -0.180
H 1.627328 -3.158017 0.068292 -0.034 -0.130 0.285
H -3.499326 -5.152581 -0.123257 -0.291 -0.098 0.004
H -4.266636 -2.862389 -2.702117 -0.012 0.124 -0.256
H 2.755882 4.490426 -0.809017 0.004 0.043 -0.016
H -1.855160 -5.218429 -0.751825 -0.034 -0.446 -0.137
H -1.739127 -2.211615 3.245600 0.364 0.169 0.274
H 2.020724 0.799991 5.907618 0.015 0.013 0.033
H 1.175711 -0.103432 1.171546 0.486 0.128 0.102
H -2.660052 0.963859 2.986571 0.371 0.073 0.292
H -4.529172 -4.417039 -1.915934 0.112 -0.236 -0.338
H 5.511699 3.666282 8.241881 0.013 0.029 0.018
H 6.430703 1.450439 -3.546483 0.050 0.008 -0.012
H -3.208865 -3.936739 2.863131 -0.352 -0.280 0.192
H 0.344223 -1.620066 0.998614 -0.150 -0.198 0.194
H 2.405980 -2.798065 -1.460403 0.275 0.005 -0.218
H -7.745275 -1.652413 -2.255303 -0.292 -0.196 -0.012
H 0.651819 -2.789428 -1.365001 -0.274 -0.100 -0.041
H -3.246137 1.413564 0.425301 -0.313 0.209 -0.252
H -2.147357 -3.447861 -2.028941 0.247 0.030 -0.172
H -6.510285 -2.723095 -2.995823 -0.023 -0.388 -0.072
H 5.920944 5.767223 -6.518204 0.010 -0.035 0.013
H -4.186028 2.330537 6.555154 -0.055 0.044 0.009
H -1.768151 -1.674883 1.591132 0.111 0.308 -0.251
H -1.099562 -0.694395 -0.684412 -0.287 -0.191 -0.189
H -4.246915 0.877112 2.347312 -0.257 0.181 0.054
H -3.853511 -3.232440 1.367800 -0.431 0.128 -0.075
H -3.557445 -1.026600 3.842238 -0.266 -0.020 0.232